1.
Formula: C4H13NO4
Source: the Open Molecules 2025 dataset
Level of theory: the ωB97M-V functional and the def2-TZVPD basis

```
22
Properties=species:S:1:pos:R:3:forces:R:3
C -2.224 0.331 -1.289 1.562 -1.640 -1.766
C -1.193 0.798 -0.141 -1.677 1.432 -0.975
C 0.010 -0.108 0.029 -0.423 -0.634 -1.012
O -0.070 -1.315 0.252 -0.159 0.148 0.208
N 1.203 0.406 -0.340 3.961 -1.791 -2.159
C 1.721 1.839 -0.352 -2.045 -1.558 -0.018
O 1.083 2.482 0.711 1.531 -1.578 2.867
H -3.194 -0.103 -0.990 0.760 0.024 0.484
H -2.516 1.053 -2.076 0.474 0.468 0.911
H -1.696 -0.450 -1.967 -0.902 0.871 1.309
H -1.893 0.926 0.733 1.477 0.019 -0.389
H -0.725 1.766 -0.473 -1.176 -0.720 0.694
H 1.997 -0.412 -0.667 -3.142 3.159 1.728
H 2.780 1.701 -0.155 0.247 0.413 -0.604
H 1.409 2.386 -1.282 0.715 -0.534 0.736
H 1.381 1.884 1.531 -1.150 2.144 -2.298
O 2.416 -1.161 1.573 -0.581 -2.134 0.162
H 1.831 -1.899 1.222 0.468 1.652 0.122
H 2.755 -1.632 2.349 0.292 0.497 -0.001
O -2.002 -3.204 0.462 1.575 1.566 -0.072
H -2.041 -2.227 0.534 -1.226 -0.456 0.127
H -1.031 -3.062 0.337 -0.580 -1.350 -0.058
```
Positions in Å, forces in eV/Å.

Values from the calculation:
SMILES ... CCC(=O)NCO.O.O
Max |F| ... 4.85 eV/Å
Orbital gap ... 10.409 eV
Total charge ... 0
Relative energy (zero: lowest compared OMol25 entry of this formula, charge and spin) ... 2.432 eV
HOMO level ... -0.367 Ha

Atom charges from the natural (NBO) analysis, given in e for atoms 1 to 2: -0.62 -0.51

2.
Formula: C4H13NOP
Source: the Open Molecules 2025 dataset
Level of theory: the ωB97M-V functional and the def2-TZVPD basis

```
20
Properties=species:S:1:pos:R:3:forces:R:3
C 1.597 1.525 -0.919 -2.027 -0.118 2.270
C -1.367 -2.085 0.583 -1.105 2.805 -1.163
C -0.961 0.907 1.536 0.183 0.139 1.122
C -0.108 -0.093 -1.268 -0.393 -2.926 0.293
N 0.401 1.111 -1.566 -0.094 -0.747 1.661
O 0.980 -0.811 1.237 -0.844 0.507 0.118
P -0.428 -0.477 0.516 2.047 -1.025 0.404
H 2.505 1.057 -1.187 0.958 -1.223 -0.510
H 1.663 2.544 -1.197 0.496 1.339 0.724
H 1.298 1.264 0.154 1.624 1.365 -1.053
H -2.226 -2.012 1.275 0.258 -0.095 -0.683
H -1.605 -2.246 -0.491 -0.446 -0.212 0.828
H -0.712 -2.831 0.894 1.266 -1.147 0.657
H -0.316 1.832 1.592 -0.498 -1.102 -0.904
H -1.977 1.151 1.215 -0.008 0.196 0.484
H -0.879 0.557 2.606 -0.661 0.028 -1.053
H 1.184 -1.233 -1.317 -2.707 1.606 -0.147
H -1.080 -0.337 -1.873 2.175 -0.055 0.827
H 0.341 1.335 -2.482 -0.377 0.919 -3.502
H 1.688 -1.160 0.690 0.151 -0.252 -0.372
```
Positions in Å, forces in eV/Å.

Values from the calculation:
Max |F| ... 3.64 eV/Å
Orbital gap ... 9.347 eV
Total charge ... +1
Relative energy (zero: lowest compared OMol25 entry of this formula, charge and spin) ... 2.859 eV
HOMO level ... -0.483 Ha

Atom charges from the natural (NBO) analysis, given in e for atoms 1 to 2: -0.41 -0.93

3.
Formula: C4H13NOS
Source: the Open Molecules 2025 dataset
Level of theory: the ωB97M-V functional and the def2-TZVPD basis

```
20
Properties=species:S:1:pos:R:3:forces:R:3
C -1.215 -0.396 -1.095 0.114 1.895 1.102
N -0.155 -1.038 -0.381 0.040 -0.705 0.664
C -0.370 -1.238 1.076 0.862 -1.681 -0.829
C 0.008 -0.190 2.129 0.378 -1.127 1.417
S 1.832 0.241 2.127 -1.035 0.087 0.395
C -1.204 -0.887 -2.538 -1.447 -0.553 0.157
H -2.149 -0.704 -0.542 0.463 0.733 -1.069
H -0.926 0.719 -0.926 -1.725 -1.126 -0.859
H 0.593 -0.446 -0.702 1.390 -0.390 1.137
H 0.119 -2.298 1.219 -0.636 2.173 0.621
H -1.452 -1.388 1.263 0.299 -0.117 -0.513
H -0.678 0.697 2.138 0.794 -0.712 -0.206
H -0.149 -0.788 3.110 0.108 1.241 -1.327
H 1.841 0.541 3.465 0.154 -0.063 -0.498
H -0.408 -0.553 -3.256 -0.729 -0.048 0.991
H -1.130 -1.985 -2.356 0.013 0.603 -0.765
H -2.244 -0.665 -2.899 1.036 -0.180 -0.433
H 2.306 3.272 -1.348 -0.137 0.336 1.056
H 3.155 3.461 -0.057 -1.721 0.207 -0.544
O 2.226 3.645 -0.429 1.779 -0.572 -0.498
```
Positions in Å, forces in eV/Å.

Values from the calculation:
<S²> ... 0.751
Max |F| ... 2.35 eV/Å
Orbital gap (spin up / spin down) ... 2.327 / 8.988 eV
Spin multiplicity ... 2
Total charge ... -1
Relative energy (zero: lowest compared OMol25 entry of this formula, charge and spin) ... 1.829 eV
HOMO level (spin up / spin down) ... 0.034 / -0.206 Ha

Atom charges from the natural (NBO) analysis, given in e for atoms 1 to 2: -0.25 -0.68

4.
Formula: C4H13NOS
Source: the Open Molecules 2025 dataset
Level of theory: the ωB97M-V functional and the def2-TZVPD basis

```
20
Properties=species:S:1:pos:R:3:forces:R:3
C 2.882 -0.729 -0.883 0.180 1.839 0.602
C 1.468 -0.408 -0.397 -1.489 -1.102 0.694
N 0.942 -1.065 0.915 1.954 1.864 -0.316
C 0.478 -0.674 -1.538 -0.631 0.270 -0.345
C -1.033 -0.517 -1.276 0.550 1.160 0.103
S -1.570 1.165 -0.572 0.526 -0.637 -0.034
H 3.082 -1.679 -1.320 -0.333 -0.915 -0.180
H 2.933 0.033 -1.681 0.681 -0.419 0.069
H 3.710 -0.512 -0.163 -0.824 -0.065 -0.342
H 1.404 0.650 -0.178 0.303 0.479 -0.282
H 0.125 -0.436 1.158 1.302 -0.950 -0.091
H 1.767 -0.762 1.548 -2.099 -0.799 -0.648
H 0.515 -1.686 -1.975 0.453 0.066 0.488
H 0.672 -0.029 -2.401 0.502 0.179 0.199
H -1.314 -1.304 -0.596 -0.692 -0.187 -0.057
H -1.429 -0.536 -2.295 -0.687 -0.496 0.579
H -2.557 0.841 0.299 0.321 -0.328 -0.394
O -1.410 0.894 3.527 0.818 -0.651 -0.351
H -0.876 0.264 4.042 -0.414 0.321 0.091
H -0.995 0.789 2.652 -0.421 0.373 0.218
```
Positions in Å, forces in eV/Å.

Values from the calculation:
SMILES ... C[C@H](N)CCS.O
Max |F| ... 2.72 eV/Å
Orbital gap ... 10.028 eV
Total charge ... 0
Relative energy (zero: lowest compared OMol25 entry of this formula, charge and spin) ... 1.205 eV
HOMO level ... -0.344 Ha

Atom charges from the natural (NBO) analysis, given in e for atoms 1 to 2: -0.62 -0.05